89
Properties=species:S:1:pos:R:3:mulliken_charge:R:1 method="wB97M-V/def2-TZVPD" mol_weight_g_mol=834.56 e_homo_ev=-10.1 charge=+1 relative_energy_kj_mol=48.74 total_energy_ha=-4983.74022
Y 0.30562 0.40032 -0.32001 -0.573
Br 5.87003 -2.54531 4.18762 -0.190
C 4.70910 -1.98012 2.79481 -0.357
C 4.45517 -2.83322 1.71508 -0.632
C 3.61128 -2.43468 0.71020 -0.490
C 2.93402 -1.19065 0.75156 -0.559
O 2.06428 -0.89208 -0.16196 0.584
C 3.26569 -0.31074 1.82195 0.444
C 2.79050 1.03689 1.86304 -0.085
N 1.90585 1.53690 1.06795 1.026
C 1.57550 2.90047 1.14595 0.114
C 1.70219 3.69350 2.26399 -0.663
C 1.36914 5.05779 2.22866 -1.136
C 0.90042 5.63618 1.08349 -0.914
C 0.71756 4.85051 -0.07567 0.991
C 0.21753 5.37738 -1.28606 -0.738
C 0.06664 4.55872 -2.36941 -1.266
C 0.38281 3.19891 -2.23324 0.065
N 0.84378 2.66391 -1.12638 0.055
C 1.03608 3.47310 -0.04494 0.553
C 4.15170 -0.73254 2.83269 -0.911
H 4.93158 -3.80412 1.68022 0.474
H 3.42129 -3.07955 -0.13865 0.534
H 3.28624 1.68010 2.59215 0.392
H 2.04675 3.26592 3.19592 0.467
H 1.49113 5.64776 3.12731 0.411
H 0.66152 6.69149 1.04784 0.449
H -0.03899 6.42868 -1.33342 0.469
H -0.30383 4.93479 -3.31213 0.442
H 0.24114 2.52356 -3.07085 0.417
H 4.38207 -0.05999 3.64998 0.532
C 3.07671 -0.67620 -3.98796 -1.132
C 2.50340 -0.04978 -2.87795 -0.495
N 1.20446 -0.03649 -2.64483 0.698
C 0.38677 -0.63153 -3.54058 -0.459
C 0.86341 -1.25096 -4.70926 1.278
C 2.25516 -1.28351 -4.90267 -0.815
C -0.06249 -1.78181 -5.66256 -0.995
C -1.39393 -1.67000 -5.46908 -0.903
C -1.91479 -1.06140 -4.28308 1.052
C -3.29345 -0.90927 -4.05300 -0.896
C -3.71689 -0.31194 -2.89436 -0.778
C -2.76396 0.09531 -1.95472 -0.938
N -1.46383 -0.04226 -2.13519 0.740
C -1.03383 -0.58042 -3.29903 -0.094
H 4.15022 -0.67500 -4.11113 0.466
H 3.12511 0.45801 -2.15100 0.472
H 2.65996 -1.77690 -5.77765 0.456
H 0.32861 -2.24729 -6.55838 0.417
H -2.09358 -2.02971 -6.21289 0.432
H -4.00098 -1.25250 -4.79745 0.460
H -4.76743 -0.16056 -2.69067 0.481
H -3.07331 0.55459 -1.02422 0.464
O -1.49856 1.86260 0.09580 -0.532
C -1.48533 1.53331 1.31473 1.512
O -0.71256 0.61129 1.71532 -0.521
C -2.34968 2.24083 2.29782 -0.044
C -2.39762 3.63052 2.28194 -0.239
C -3.16132 4.30260 3.22283 -0.817
C -3.89463 3.58540 4.15794 -0.469
C -3.85286 2.19802 4.16774 -0.747
C -3.06856 1.52301 3.24623 -0.230
H -1.82593 4.16802 1.53443 0.439
H -3.18941 5.38437 3.22947 0.429
H -4.50762 4.10623 4.88205 0.394
H -4.41977 1.63987 4.90111 0.416
H -3.00576 0.44173 3.25314 0.451
C -3.06081 -3.14602 -0.38434 -1.039
C -2.19982 -2.96445 0.86451 -0.757
P -0.53656 -2.22602 0.53647 1.619
C 0.22872 -2.33992 2.22796 0.186
C -0.27599 -3.39893 3.20795 -1.638
C 0.27652 -3.55067 -0.47275 -0.378
C 0.57967 -4.87821 0.21595 -1.680
H -4.05277 -3.50454 -0.10815 0.454
H -2.62541 -3.88039 -1.06341 0.353
H -3.18086 -2.20791 -0.92698 0.084
H -2.05769 -3.92586 1.35788 0.547
H -2.70241 -2.30046 1.57256 0.394
H 0.07746 -1.35358 2.66865 0.198
H 1.29995 -2.46117 2.07534 -0.240
H -1.32722 -3.25328 3.45370 0.344
H 0.28774 -3.31228 4.13793 0.470
H -0.14529 -4.41357 2.83649 0.268
H 1.19475 -3.10328 -0.85368 0.117
H -0.36828 -3.71628 -1.34163 0.743
H 1.29603 -4.74565 1.02665 0.310
H 1.01400 -5.57740 -0.50070 0.436
H -0.32128 -5.34220 0.61901 0.350

=====

47
Properties=species:S:1:pos:R:3:mulliken_spin:R:1 method="wB97M-V/def2-TZVPD" mol_weight_g_mol=505.29 e_homo_ev="-14.8 / -15.4" multiplicity=5 charge=+2 s2=6.037 total_energy_ha=-1095.37716
H -2.28041 -1.37199 1.40576 -0.001
N -1.71511 -0.48745 -0.44172 0.370
B -1.53542 0.35158 -2.83163 -0.016
N -2.28164 -0.40026 -1.68726 -0.030
C -3.47395 -1.03010 -1.65774 0.280
Pt 0.15776 0.20993 0.02339 1.009
H -4.08456 -1.02641 -2.55210 -0.006
C -3.67540 -1.53030 -0.37468 0.287
H -4.53271 -2.08681 -0.03137 -0.003
C -2.55788 -1.16352 0.37729 -0.031
H -2.15252 0.41861 -3.85098 0.000
C 2.18673 0.80067 0.36537 0.064
H 2.20881 1.27286 1.35399 -0.003
H 2.47389 1.52309 -0.40083 0.006
H 2.88926 -0.03549 0.33193 0.000
N -0.18119 -0.41450 -2.98313 -0.031
N -1.13597 1.73679 -2.23915 0.002
N 0.62731 -0.57554 -1.89547 0.274
N -0.46403 1.80705 -1.05001 0.052
C 0.40746 -1.02992 -4.03279 -0.008
C -1.33413 2.99689 -2.68560 -0.001
H -0.05780 -1.02759 -5.00084 -0.001
H -1.86355 3.14522 -3.61351 0.000
C 1.60888 -1.58433 -3.59591 0.006
C -0.78540 3.88560 -1.75553 0.009
C 1.73252 -1.26751 -2.24114 -0.010
C -0.23355 3.10380 -0.73679 -0.006
H 2.29983 -2.16549 -4.16785 0.001
H -0.79758 4.95776 -1.80344 0.001
H 2.52106 -1.51092 -1.53346 0.005
H 0.32132 3.36383 0.15685 0.001
H 1.88965 -1.24575 1.36958 0.089
C 1.74536 -2.22647 4.43663 0.089
C 1.18554 -0.82931 4.13569 0.248
C 0.15596 -0.45193 5.19591 0.077
C 2.32609 0.19568 4.23192 0.082
C 0.52208 -0.79976 2.79738 0.830
C 0.91502 -0.73329 1.56108 0.364
H 2.16694 -2.23118 5.45323 0.012
H 2.54091 -2.50389 3.73387 -0.003
H 0.98766 -3.01624 4.37372 -0.005
H 0.63702 -0.49263 6.18078 0.000
H -0.20944 0.56409 5.02342 0.001
H -0.71155 -1.11479 5.19000 -0.005
H 3.11445 -0.01093 3.50170 -0.001
H 1.94190 1.19856 4.01959 -0.009
H 2.78395 0.20854 5.23390 0.011

=====

18
Properties=species:S:1:pos:R:3:mulliken_charge:R:1 method="wB97M-V/def2-TZVPD" mol_weight_g_mol=141.26 e_homo_ev=-8.4 relative_energy_kj_mol=138.69 total_energy_ha=-1047.21453 smiles=CSSCCN.O
C 2.59922 0.80794 1.36797 -0.775
S 1.70391 1.00806 -0.31603 -0.070
S -0.28432 1.18558 0.07791 -0.071
C -0.55539 -0.10022 1.38963 -0.458
C -0.55586 -1.54144 0.86766 -0.447
N -1.75403 -2.32810 0.15210 -0.513
H 2.37280 -0.16523 1.87456 0.253
H 3.67541 0.96018 1.16528 0.315
H 2.26102 1.63980 2.06481 0.280
H -1.45996 0.26995 1.95202 0.339
H 0.26396 0.04098 2.22750 0.184
H -0.28692 -2.17836 1.73955 0.316
H 0.28886 -1.58526 0.19130 0.297
H -1.71022 -2.05820 -0.88272 0.091
H -2.65136 -2.10502 0.48973 0.270
O -2.30640 -0.89756 -3.01923 -0.667
H -2.02397 -0.99075 -2.06346 0.330
H -1.64150 -0.44680 -3.61108 0.326